[1]
Computed, not measured: 8 unconnected molecules or ions with the total composition C48H49B2F7N3O5S, with ωB97M-V with the def2-TZVPD basis set.

Properties
E_LUMO, eV: -2.98
Total charge: +1
Orbital gap, Ha: 0.2856

The geometry in XYZ format:
```
115
Properties=species:S:1:pos:R:3:lowdin_charge:R:1
C 2.121 -1.749 -0.622 0.026
B 0.563 -1.933 -0.684 -0.438
O 0.066 -3.191 -0.611 0.157
C -0.546 -0.770 -0.776 -0.063
N -1.787 -1.087 -0.514 0.238
N -2.462 0.055 -0.689 -0.089
O -3.804 0.086 -0.530 0.133
C -1.694 1.063 -1.057 -0.260
O -2.140 2.271 -1.314 0.276
B -2.972 2.332 -2.486 -0.732
O -3.986 3.207 -2.577 0.233
O -2.655 1.485 -3.534 0.200
N -0.453 0.579 -1.092 0.119
C 0.809 1.260 -1.389 -0.065
C 0.992 1.616 -2.872 -0.196
C 2.164 0.852 -3.525 -0.531
S 1.629 -0.505 -4.605 0.747
H 2.420 -1.550 0.399 0.068
H 2.531 -1.040 -1.329 0.037
H 2.550 -2.711 -0.877 0.077
H -0.538 -3.384 -1.337 0.126
H -3.999 0.666 0.227 0.141
H -4.565 2.909 -3.285 0.144
H -3.164 0.667 -3.510 0.131
H 1.627 0.691 -0.986 0.107
H 0.795 2.196 -0.844 0.141
H 1.245 2.665 -2.921 0.106
H 0.075 1.428 -3.407 0.084
H 2.836 0.505 -2.751 0.052
H 2.697 1.544 -4.157 0.065
H 0.330 -0.586 -4.286 -0.163
F 2.657 5.705 -5.511 0.062
C 2.302 6.179 -4.303 -0.290
C 3.199 6.949 -3.592 -0.010
C 2.829 7.427 -2.344 -0.076
C 1.580 7.123 -1.820 -0.095
C 0.691 6.349 -2.553 -0.093
C 1.048 5.879 -3.809 -0.032
H 4.172 7.165 -4.013 0.122
H 3.520 8.035 -1.777 0.109
H 1.300 7.493 -0.843 0.102
H -0.285 6.105 -2.155 0.096
H 0.365 5.279 -4.398 0.111
F 0.666 -5.356 -3.433 0.039
C 1.031 -6.360 -2.595 -0.280
C 1.419 -6.040 -1.312 -0.014
C 1.784 -7.062 -0.447 -0.064
C 1.762 -8.380 -0.882 -0.084
C 1.371 -8.677 -2.181 -0.077
C 0.997 -7.661 -3.048 -0.017
H 1.434 -5.005 -1.001 0.090
H 2.085 -6.827 0.565 0.087
H 2.051 -9.175 -0.208 0.105
H 1.358 -9.703 -2.521 0.107
H 0.682 -7.872 -4.062 0.118
F 1.372 -1.706 2.253 0.028
C 0.862 -2.421 3.294 -0.262
C 1.733 -2.996 4.190 -0.017
C 1.214 -3.731 5.244 -0.069
C -0.160 -3.883 5.379 -0.086
C -1.018 -3.294 4.461 -0.079
C -0.506 -2.552 3.407 -0.022
H 2.797 -2.876 4.059 0.110
H 1.884 -4.190 5.958 0.115
H -0.560 -4.464 6.199 0.106
H -2.088 -3.416 4.562 0.106
H -1.158 -2.083 2.679 0.107
F 3.363 -6.006 2.589 0.040
C 3.052 -7.023 3.424 -0.296
C 1.725 -7.279 3.699 -0.030
C 1.406 -8.323 4.554 -0.080
C 2.414 -9.089 5.124 -0.091
C 3.743 -8.811 4.835 -0.078
C 4.071 -7.773 3.976 -0.016
H 0.956 -6.664 3.249 0.116
H 0.369 -8.539 4.775 0.106
H 2.163 -9.901 5.792 0.103
H 4.530 -9.405 5.281 0.107
H 5.100 -7.545 3.733 0.119
F -8.040 2.372 3.416 0.076
C -7.456 2.783 2.282 -0.284
C -7.401 4.135 2.005 0.000
C -6.797 4.556 0.828 -0.066
C -6.257 3.627 -0.050 -0.092
C -6.338 2.275 0.242 -0.103
C -6.936 1.840 1.418 -0.013
H -7.829 4.843 2.702 0.124
H -6.745 5.612 0.600 0.111
H -5.797 3.958 -0.969 0.086
H -5.953 1.554 -0.463 0.086
H -7.011 0.788 1.663 0.120
F 3.959 -1.730 5.708 0.044
C 4.382 -0.476 5.440 -0.285
C 3.547 0.583 5.729 -0.018
C 3.984 1.871 5.456 -0.084
C 5.237 2.079 4.895 -0.096
C 6.057 0.997 4.609 -0.081
C 5.632 -0.294 4.886 -0.016
H 2.573 0.397 6.163 0.118
H 3.346 2.714 5.685 0.104
H 5.574 3.085 4.683 0.102
H 7.033 1.157 4.171 0.106
H 6.259 -1.151 4.679 0.119
F -4.206 9.639 -4.565 0.070
C -3.894 8.372 -4.879 -0.284
C -3.754 7.447 -3.864 -0.013
C -3.436 6.138 -4.193 -0.094
C -3.255 5.774 -5.521 -0.102
C -3.400 6.722 -6.525 -0.077
C -3.725 8.031 -6.207 -0.006
H -3.893 7.754 -2.836 0.118
H -3.324 5.396 -3.410 0.079
H -2.999 4.753 -5.774 0.097
H -3.256 6.442 -7.560 0.108
H -3.848 8.783 -6.974 0.122
```



[2]
Computed, not measured: a molecular structure, C48H49IrN4O5P2Si, with ωB97M-V with the def2-TZVPD basis set.

Properties
2S+1: 5
E_LUMO (spin up / spin down), eV: 0.00 / -1.76
Energy relative to the best compared isomer or geometry (same formula, charge and spin), eV: 0.566
⟨S²⟩: 6.01
Total charge: 0
Orbital gap (spin up / spin down), Ha: 0.2552 / 0.2572

The geometry in XYZ format:
```
110
Properties=species:S:1:pos:R:3:lowdin_charge:R:1
Ir 0.006 0.098 0.300 1.007
O 0.107 -0.693 -2.695 -0.073
C -1.018 -1.416 -2.993 -0.273
C -1.078 -2.497 -3.854 -0.029
C -2.296 -3.145 -4.023 -0.073
C -3.423 -2.727 -3.337 -0.077
C -3.330 -1.669 -2.445 -0.060
C -2.127 -1.006 -2.254 -0.261
P -1.881 0.448 -1.164 1.018
C -3.384 0.486 -0.162 -0.359
C -4.148 1.634 0.018 -0.085
C -5.240 1.604 0.874 -0.061
C -5.566 0.440 1.554 -0.078
C -4.790 -0.700 1.394 -0.085
C -3.695 -0.677 0.547 -0.117
C -1.928 1.729 -2.450 -0.333
C -3.104 1.993 -3.142 -0.075
C -3.095 2.896 -4.192 -0.068
C -1.913 3.523 -4.562 -0.072
C -0.739 3.255 -3.875 -0.057
C -0.748 2.362 -2.816 -0.089
C 1.327 -0.763 -3.299 -0.260
C 1.505 -1.027 -4.651 -0.004
C 2.789 -1.082 -5.166 -0.053
C 3.891 -0.865 -4.349 -0.065
C 3.694 -0.530 -3.022 -0.074
C 2.412 -0.451 -2.483 -0.273
P 2.229 0.232 -0.800 1.044
C 3.505 -0.684 0.123 -0.361
C 3.278 -2.052 0.283 -0.104
C 4.176 -2.833 0.990 -0.064
C 5.305 -2.254 1.553 -0.073
C 5.537 -0.896 1.393 -0.072
C 4.642 -0.110 0.681 -0.085
C 2.855 1.928 -1.000 -0.349
C 2.977 2.517 -2.255 -0.084
C 3.402 3.834 -2.371 -0.069
C 3.707 4.568 -1.239 -0.069
C 3.566 3.994 0.017 -0.060
C 3.128 2.690 0.136 -0.119
H -0.196 -2.866 -4.351 0.110
H -2.351 -3.996 -4.688 0.115
H -4.364 -3.240 -3.470 0.110
H -4.204 -1.365 -1.884 0.108
H -3.880 2.548 -0.490 0.100
H -5.831 2.498 1.014 0.108
H -6.418 0.425 2.220 0.106
H -5.030 -1.605 1.935 0.111
H -3.077 -1.562 0.443 0.089
H -4.023 1.491 -2.870 0.111
H -4.011 3.107 -4.724 0.105
H -1.909 4.225 -5.385 0.104
H 0.182 3.747 -4.153 0.106
H 0.164 2.173 -2.262 0.081
H 0.651 -1.164 -5.296 0.118
H 2.927 -1.294 -6.217 0.111
H 4.891 -0.932 -4.750 0.107
H 4.544 -0.307 -2.391 0.119
H 2.394 -2.508 -0.154 0.064
H 3.989 -3.892 1.102 0.112
H 6.005 -2.861 2.110 0.104
H 6.419 -0.440 1.823 0.106
H 4.847 0.944 0.556 0.096
H 2.741 1.957 -3.150 0.103
H 3.488 4.283 -3.351 0.105
H 4.038 5.593 -1.331 0.106
H 3.770 4.574 0.906 0.111
H 2.966 2.270 1.118 0.093
C 1.757 0.349 3.187 -0.197
Si -0.047 -0.143 2.926 0.721
C -0.196 -1.927 3.625 -0.632
C 1.005 -2.756 3.147 -0.107
C -1.495 -2.622 3.198 -0.092
C -0.124 -1.917 5.161 -0.096
C -1.159 1.150 3.840 -0.627
C -2.552 0.596 4.167 -0.091
C -1.378 2.404 2.990 -0.113
C -0.452 1.591 5.132 -0.094
H 2.045 0.158 4.222 0.041
H 1.903 1.409 2.981 0.023
H 2.427 -0.220 2.545 0.004
H 1.149 -2.711 2.068 0.042
H 0.851 -3.804 3.422 0.090
H 1.928 -2.423 3.622 0.075
H -1.542 -2.766 2.119 0.042
H -2.379 -2.066 3.500 0.059
H -1.550 -3.609 3.667 0.087
H 0.816 -1.502 5.524 0.075
H -0.182 -2.950 5.515 0.088
H -0.935 -1.372 5.630 0.058
H -3.067 0.255 3.268 0.057
H -3.156 1.398 4.603 0.088
H -2.539 -0.222 4.881 0.062
H -1.881 2.180 2.049 0.047
H -0.443 2.911 2.760 0.075
H -2.011 3.102 3.546 0.093
H -0.258 0.774 5.820 0.063
H -1.087 2.315 5.651 0.088
H 0.496 2.082 4.921 0.073
O -0.025 4.404 -0.118 0.072
N -0.486 3.313 0.113 -0.577
O -1.674 3.056 0.110 -0.042
O 0.318 2.388 0.490 -0.248
O 0.055 -2.092 0.193 -0.385
N -0.929 -2.892 -0.123 0.001
C -0.641 -3.776 -1.029 -0.294
C -1.671 -4.713 -1.392 -0.175
N -2.479 -5.473 -1.691 0.179
C 0.650 -3.878 -1.657 -0.164
N 1.682 -3.961 -2.161 0.212
```



[3]
Computed, not measured: 8 unconnected molecules or ions with the total composition C48H49N8, with ωB97M-V with the def2-TZVPD basis set.

Properties
E_LUMO, eV: -3.28
Total charge: +1
Orbital gap, Ha: 0.2736

The geometry in XYZ format:
```
105
Properties=species:S:1:pos:R:3:lowdin_charge:R:1
C 0.289 6.205 -0.504 -0.035
C 0.144 4.979 0.351 -0.273
C -1.117 4.532 0.737 -0.021
C -1.260 3.387 1.499 -0.030
C -0.145 2.660 1.895 -0.258
C -0.290 1.420 2.720 -0.056
N 0.020 1.619 4.166 -0.012
C 0.027 2.843 4.719 0.007
C 0.288 2.999 6.055 0.002
C 0.545 1.882 6.844 0.000
C 0.530 0.628 6.244 0.003
C 0.262 0.525 4.907 -0.008
C 1.118 3.101 1.517 -0.034
C 1.256 4.241 0.750 -0.056
H 1.307 6.297 -0.876 0.080
H 0.053 7.109 0.054 0.088
H -0.369 6.145 -1.369 0.089
H -1.999 5.078 0.431 0.123
H -2.248 3.042 1.778 0.120
H 0.380 0.640 2.362 0.137
H -1.303 1.026 2.653 0.138
H -0.180 3.680 4.072 0.142
H 0.280 3.997 6.468 0.126
H 0.731 1.994 7.902 0.081
H 0.712 -0.266 6.822 0.127
H 0.234 -0.441 4.421 0.112
H 1.995 2.532 1.804 0.124
H 2.239 4.577 0.446 0.118
N 0.702 1.862 -3.070 0.062
C 1.501 2.548 -2.254 -0.155
C 2.886 2.487 -2.305 -0.071
C 3.476 1.663 -3.252 -0.083
C 2.659 0.942 -4.107 -0.085
C 1.284 1.077 -3.974 -0.170
H 1.002 3.172 -1.524 0.078
H 3.487 3.069 -1.619 0.096
H 4.553 1.585 -3.323 0.112
H 3.069 0.298 -4.872 0.097
H 0.615 0.532 -4.629 0.104
N -0.770 -2.436 3.431 0.033
C -0.156 -3.412 2.762 -0.144
C -0.826 -4.465 2.162 -0.058
C -2.206 -4.511 2.262 -0.082
C -2.860 -3.506 2.955 -0.059
C -2.099 -2.495 3.518 -0.158
H 0.925 -3.346 2.709 0.106
H -0.275 -5.231 1.634 0.112
H -2.764 -5.318 1.805 0.107
H -3.936 -3.504 3.063 0.107
H -2.578 -1.693 4.072 0.101
N 2.110 0.993 -7.554 0.053
C 1.039 1.758 -7.346 -0.163
C 0.059 1.987 -8.299 -0.062
C 0.198 1.395 -9.544 -0.070
C 1.309 0.600 -9.777 -0.069
C 2.230 0.429 -8.755 -0.156
H 0.969 2.213 -6.365 0.086
H -0.793 2.614 -8.072 0.102
H -0.550 1.558 -10.310 0.077
H 1.462 0.118 -10.733 0.100
H 3.109 -0.188 -8.902 0.102
N 0.098 1.197 9.954 0.030
C 1.269 1.074 10.581 -0.155
C 1.393 0.844 11.941 -0.062
C 0.237 0.738 12.698 -0.063
C -0.988 0.864 12.063 -0.062
C -1.004 1.091 10.696 -0.146
H 2.155 1.165 9.960 0.103
H 2.371 0.752 12.392 0.107
H 0.291 0.560 13.763 0.112
H -1.915 0.788 12.613 0.107
H -1.945 1.191 10.167 0.105
N 6.447 -3.003 -1.300 0.055
C 5.923 -2.996 -2.524 -0.150
C 4.777 -2.293 -2.864 -0.069
C 4.138 -1.557 -1.880 -0.088
C 4.673 -1.555 -0.601 -0.080
C 5.825 -2.290 -0.365 -0.160
H 6.450 -3.585 -3.266 0.105
H 4.397 -2.323 -3.877 0.101
H 3.241 -0.995 -2.105 0.090
H 4.210 -0.993 0.199 0.093
H 6.275 -2.311 0.622 0.101
N -1.917 -8.676 4.541 0.055
C -2.675 -7.782 3.911 -0.159
C -4.060 -7.827 3.888 -0.076
C -4.697 -8.861 4.556 -0.079
C -3.922 -9.800 5.216 -0.069
C -2.541 -9.662 5.179 -0.151
H -2.137 -6.993 3.400 0.076
H -4.625 -7.071 3.359 0.095
H -5.777 -8.934 4.561 0.106
H -4.374 -10.625 5.748 0.103
H -1.903 -10.379 5.684 0.105
N -2.723 2.585 -11.366 0.047
C -3.793 3.349 -11.151 -0.154
C -4.772 3.583 -12.104 -0.071
C -4.635 2.994 -13.350 -0.076
C -3.527 2.197 -13.590 -0.070
C -2.605 2.026 -12.568 -0.156
H -3.866 3.795 -10.166 0.102
H -5.620 4.212 -11.872 0.102
H -5.377 3.153 -14.121 0.107
H -3.376 1.718 -14.547 0.103
H -1.727 1.408 -12.721 0.101
```



[4]
Computed, not measured: a molecular structure, C48H50ClN9OW, with ωB97M-V with the def2-TZVPD basis set.

Properties
2S+1: 3
E_LUMO (spin up / spin down), eV: -1.02 / -1.48
Energy relative to the best compared isomer or geometry (same formula, charge and spin), eV: 0.000
⟨S²⟩: 2.04
Total charge: 0
Orbital gap (spin up / spin down), Ha: 0.2008 / 0.2008

The geometry in XYZ format:
```
110
Properties=species:S:1:pos:R:3:lowdin_charge:R:1
W 0.172 0.074 -0.736 1.771
N -0.392 2.903 2.780 0.149
C -0.051 1.743 2.122 -0.034
N 0.382 1.730 0.873 0.033
C 0.571 2.944 0.244 -0.289
N 0.883 2.987 -1.027 0.087
N 0.971 1.782 -1.610 -0.193
C 1.692 1.754 -2.746 -0.060
C 2.200 0.504 -3.095 -0.265
C 3.126 0.309 -4.143 -0.014
C 3.659 -0.933 -4.356 -0.054
C 3.247 -1.981 -3.516 -0.041
C 2.356 -1.725 -2.499 -0.117
N 1.810 -0.521 -2.244 -0.032
C 0.458 4.195 0.969 -0.101
C 0.841 5.414 0.425 -0.019
C 0.629 6.584 1.142 -0.067
C 0.018 6.538 2.384 -0.069
C -0.344 5.324 2.952 -0.006
C -0.102 4.144 2.256 -0.179
H -0.817 2.850 3.693 0.162
H -0.175 0.810 2.651 0.152
H 1.996 2.681 -3.208 0.127
H 3.405 1.163 -4.739 0.115
H 4.391 -1.100 -5.131 0.109
H 3.618 -2.983 -3.663 0.108
H 2.061 -2.527 -1.836 0.082
H 1.278 5.410 -0.561 0.117
H 0.937 7.528 0.725 0.105
H -0.182 7.454 2.919 0.108
H -0.802 5.291 3.929 0.114
O -1.190 -0.502 0.626 -0.263
N -2.046 0.512 0.352 -0.233
C -3.154 0.962 1.044 -0.173
C -3.675 0.386 2.187 -0.193
N -4.103 -0.040 3.170 0.132
C -3.518 2.116 0.346 -0.191
N -4.549 3.027 0.322 0.055
C 3.992 -0.724 4.562 -0.050
C 3.523 -0.266 3.210 -0.278
C 3.971 0.929 2.669 -0.032
C 3.626 1.262 1.364 -0.281
C 4.133 2.531 0.745 -0.042
C 2.806 0.416 0.639 -0.055
C 2.180 -0.727 1.208 -0.285
C 2.636 -1.062 2.500 -0.006
N 1.225 -1.364 0.450 -0.080
C 0.797 -2.742 0.783 -0.417
C -0.200 -3.181 -0.308 -0.131
C -0.612 -4.646 -0.148 -0.282
C -1.337 -4.810 1.183 -0.111
C -0.387 -4.388 2.300 -0.281
C 0.844 -5.297 2.284 -0.118
C 1.563 -5.146 0.944 -0.287
C 0.620 -5.548 -0.189 -0.112
C 2.009 -3.696 0.760 -0.076
C 0.045 -2.927 2.122 -0.075
H 4.503 0.076 5.091 0.071
H 4.691 -1.554 4.449 0.084
H 3.158 -1.066 5.173 0.078
H 4.614 1.584 3.237 0.110
H 5.200 2.652 0.917 0.079
H 3.621 3.387 1.184 0.075
H 3.940 2.549 -0.325 0.069
H 2.711 0.600 -0.429 0.073
H 2.304 -1.954 3.000 0.086
H 0.240 -3.042 -1.295 0.050
H -1.103 -2.563 -0.230 0.102
H -1.287 -4.915 -0.966 0.119
H -1.644 -5.849 1.322 0.120
H -2.233 -4.186 1.199 0.125
H -0.896 -4.483 3.268 0.141
H 0.539 -6.337 2.427 0.118
H 1.521 -5.035 3.102 0.119
H 2.446 -5.795 0.928 0.139
H 0.322 -6.596 -0.085 0.121
H 1.126 -5.443 -1.153 0.116
H 2.541 -3.603 -0.188 0.111
H 2.720 -3.429 1.542 0.111
H 0.662 -2.665 2.978 0.097
H -0.828 -2.271 2.130 0.114
Cl -0.594 -3.518 -3.660 0.726
C -2.029 -2.916 -2.873 -0.603
C -3.074 -3.808 -2.713 -0.130
C -4.261 -3.380 -2.149 -0.088
C -4.390 -2.049 -1.789 -0.074
C -3.337 -1.170 -1.951 -0.036
C -2.096 -1.580 -2.459 -0.312
C -0.945 -0.645 -2.612 -0.214
H -2.965 -4.826 -3.054 0.101
H -5.077 -4.073 -2.016 0.100
H -5.327 -1.689 -1.394 0.103
H -3.481 -0.132 -1.693 0.098
H -1.335 0.278 -3.072 0.062
H -0.275 -1.085 -3.366 0.014
C -3.631 3.123 -2.819 -0.032
C -3.018 3.541 -1.478 -0.468
C -1.890 4.540 -1.717 -0.034
C -4.115 4.125 -0.539 -0.119
C -2.594 2.330 -0.691 -0.126
C -1.643 1.302 -0.678 -0.169
H -4.059 3.987 -3.325 0.079
H -4.415 2.385 -2.662 0.089
H -2.862 2.693 -3.456 0.081
H -2.234 5.368 -2.332 0.086
H -1.063 4.052 -2.224 0.071
H -1.517 4.934 -0.776 0.064
H -4.967 4.509 -1.101 0.117
H -3.700 4.950 0.055 0.118
H -5.008 3.266 1.188 0.131
```



> total charge of number 2 (C48H49IrN4O5P2Si)?

0



> Which formula does entry 3 have?

C48H49N8